<P>
Molecular formula: C9H24Cl12O3
Method: DFT, ωB97M-V/def2-TZVPD

Charge ... 0
SMILES string ... ClCCl.ClCCl.ClCCl.ClCCl.ClCCl.ClCCl.CO.CO.CO

CARTESIAN COORDINATES (ANGSTROEM)
Cl: -1.54 -2.22 -3.24
C: -2.65 -1.92 -1.86
Cl: -3.99 -0.79 -2.23
H: -3.08 -2.85 -1.60
H: -2.07 -1.45 -1.10
Cl: -4.68 4.01 1.30
C: -3.92 3.35 -0.19
Cl: -2.60 2.22 0.13
H: -4.66 2.89 -0.83
H: -3.47 4.20 -0.77
Cl: 1.66 4.16 -1.03
C: 0.75 4.84 0.34
Cl: 1.49 6.46 0.71
H: -0.29 4.94 0.05
H: 0.85 4.25 1.25
Cl: 2.68 -3.57 -0.75
C: 1.56 -2.87 -1.95
Cl: 2.16 -3.12 -3.65
H: 0.65 -3.41 -1.85
H: 1.49 -1.82 -1.72
Cl: -1.93 -4.04 0.70
C: -0.70 -3.63 1.93
Cl: -0.41 -4.95 3.10
H: 0.24 -3.41 1.46
H: -1.06 -2.80 2.54
Cl: 4.17 -0.17 -2.32
C: 3.88 1.55 -2.54
Cl: 3.98 1.88 -4.31
H: 2.91 1.83 -2.16
H: 4.69 2.09 -2.09
C: 3.54 -0.41 2.21
O: 4.66 0.06 1.50
H: 2.65 -0.65 1.57
H: 3.75 -1.31 2.83
H: 3.17 0.41 2.86
H: 4.71 -0.42 0.67
C: -3.38 -0.59 1.85
O: -2.04 -0.31 2.29
H: -3.36 -0.94 0.80
H: -3.72 -1.46 2.42
H: -4.02 0.29 1.96
H: -2.04 0.41 2.93
C: 0.14 0.05 -0.49
O: -0.20 -1.10 0.23
H: -0.38 0.88 0.01
H: 1.23 0.28 -0.54
H: -0.26 -0.04 -1.51
H: -0.55 -0.80 1.10



<Q>
Molecular formula: C9H24Cl12O3
Method: DFT, ωB97M-V/def2-TZVPD

Charge ... 0
SMILES string ... ClCCl.ClCCl.ClCCl.ClCCl.ClCCl.ClCCl.CO.CO.CO

CARTESIAN COORDINATES (ANGSTROEM)
Cl: 9.05 7.65 19.07
C: 7.41 8.17 19.53
Cl: 7.53 9.35 20.81
H: 6.94 8.68 18.69
H: 6.92 7.25 19.88
Cl: 3.91 3.54 17.13
C: 3.07 3.06 15.64
Cl: 2.51 4.45 14.64
H: 3.70 2.40 15.05
H: 2.19 2.49 15.93
Cl: 5.64 4.89 11.22
C: 3.96 5.53 11.34
Cl: 3.79 6.99 12.30
H: 3.51 5.75 10.37
H: 3.33 4.75 11.75
Cl: 2.00 5.69 18.69
C: 2.54 6.42 20.26
Cl: 3.95 7.45 20.03
H: 1.76 7.12 20.57
H: 2.83 5.67 20.99
Cl: 1.48 11.00 11.04
C: 2.74 11.63 12.09
Cl: 2.02 12.91 13.11
H: 3.14 10.83 12.71
H: 3.52 12.10 11.49
Cl: 2.98 9.34 15.08
C: 3.46 7.86 15.94
Cl: 5.06 8.06 16.79
H: 2.67 7.48 16.58
H: 3.64 7.10 15.17
C: 5.59 11.20 14.40
O: 5.60 12.12 13.40
H: 4.89 11.47 15.19
H: 5.35 10.21 14.01
H: 6.53 11.05 14.94
H: 5.52 13.00 13.78
C: 4.28 10.91 19.07
O: 3.14 11.54 19.64
H: 4.89 10.44 19.84
H: 4.10 10.16 18.29
H: 4.85 11.73 18.63
H: 3.51 12.20 20.22
C: -0.41 10.77 14.40
O: -1.57 10.32 15.06
H: -0.32 10.42 13.37
H: -0.43 11.86 14.42
H: 0.48 10.52 14.98
H: -1.47 9.38 15.20



Of them, <Q> has the lowest stability.



<P>
Molecular formula: CIO4S
Method: DFT, ωB97M-V/def2-TZVPD

Charge ... -1
SMILES string ... O=C(I)S(=O)(=O)[O-]

CARTESIAN COORDINATES (ANGSTROEM)
O: 0.86 -1.55 -1.36
C: 0.74 -0.85 -0.42
I: 2.44 -0.10 0.60
S: -0.88 0.50 0.22
O: -0.59 0.58 1.65
O: -2.05 -0.22 -0.12
O: -0.52 1.63 -0.57



<Q>
Molecular formula: CIO4S
Method: DFT, ωB97M-V/def2-TZVPD

Charge ... -1

CARTESIAN COORDINATES (ANGSTROEM)
C: 0.56 0.65 2.02
O: -1.10 1.05 -1.77
O: 0.14 0.69 0.87
O: -1.76 -0.85 -0.49
O: 0.43 -0.98 -1.63
S: -0.71 -0.16 -1.18
I: 2.44 -0.40 2.19



Of them, <Q> has the lowest stability.



<P>
Molecular formula: C3H6S3
Method: DFT, ωB97M-V/def2-TZVPD

Charge ... 0
SMILES string ... S[C@H]1[C@H](S)[C@H]1S

CARTESIAN COORDINATES (ANGSTROEM)
S: -0.30 -1.49 1.46
C: 0.44 -0.04 0.81
C: 0.52 -0.12 -0.62
S: 1.94 0.33 -1.55
C: -0.52 0.87 -0.06
S: -2.25 0.45 -0.41
H: 0.62 -2.45 1.10
H: 0.96 0.68 1.44
H: 0.06 -1.12 -0.74
H: 1.05 1.67 -2.01
H: -0.34 2.03 0.00
H: -2.19 -0.81 0.59



<Q>
Molecular formula: C3H6S3
Method: DFT, ωB97M-V/def2-TZVPD

Charge ... 0

CARTESIAN COORDINATES (ANGSTROEM)
C: 1.01 0.14 -2.59
C: 0.00 -0.02 0.00
C: -1.03 -0.55 2.52
H: 1.78 -0.58 -2.31
H: 0.12 -0.42 -2.94
H: 1.37 0.80 -3.34
H: -1.84 -1.05 2.06
H: -0.24 -1.26 2.72
H: -1.30 -0.07 3.46
S: 0.58 1.15 -1.16
S: -0.10 -1.64 -0.26
S: -0.46 0.81 1.47



Of them, <P> has the lowest stability.